[1]
C26H40BrNOP2Pd as an isolated structure. Source: the Open Molecules 2025 dataset; level of theory: ωB97M-V/def2-TZVPD.

Structure (XYZ):
```
72
C26H40BrNOP2Pd ωB97M-V/def2-TZVPD
N -7.02 5.17 -4.24
C -6.83 5.70 -3.04
C -5.89 5.18 -2.13
C -5.11 4.06 -2.52
C -5.33 3.53 -3.81
C -6.30 4.12 -4.63
C -4.08 3.50 -1.63
Pd 0.87 -0.25 1.43
P 4.93 -0.75 0.91
C -3.13 2.62 -2.04
C -2.01 2.23 -1.22
C -0.83 1.77 -1.84
C 0.24 1.32 -1.06
C 0.03 1.29 0.31
C -1.01 1.93 0.97
C -2.09 2.36 0.19
Br 1.64 1.93 2.57
H -4.08 3.93 -0.62
H -3.13 2.24 -3.06
H -5.76 5.65 -1.15
H -4.80 2.66 -4.20
H -7.42 6.58 -2.77
H -6.50 3.74 -5.62
H -0.78 1.78 -2.92
H -2.98 2.77 0.66
H 1.18 0.97 -1.48
H -0.96 2.07 2.05
P -0.30 -2.15 0.92
C 4.50 1.02 0.97
C 5.77 1.87 0.86
H 3.95 1.20 1.91
H 3.80 1.24 0.16
H 5.58 2.89 1.22
H 6.59 1.45 1.46
H 6.12 1.94 -0.17
C 4.34 -1.33 -0.72
C 5.27 -2.39 -1.32
H 4.32 -0.44 -1.37
H 3.32 -1.70 -0.60
H 5.00 -2.59 -2.37
H 6.31 -2.04 -1.30
H 5.24 -3.34 -0.78
C 3.99 -1.62 2.21
C 4.91 -1.84 3.42
H 3.64 -2.57 1.79
H 3.10 -1.01 2.48
H 4.52 -2.63 4.07
H 5.91 -2.14 3.07
H 5.02 -0.92 3.99
C -0.30 -3.39 2.25
C -1.30 -4.55 2.20
H -0.43 -2.82 3.18
H 0.73 -3.78 2.25
H -2.31 -4.26 2.51
H -1.38 -5.03 1.22
H -0.96 -5.31 2.91
C 0.60 -2.94 -0.45
C 0.04 -2.62 -1.83
H 0.59 -4.02 -0.25
H 1.65 -2.59 -0.37
H -0.92 -3.11 -1.99
H -0.08 -1.54 -2.01
H 0.73 -3.00 -2.60
C -2.05 -1.89 0.43
C -3.07 -1.49 1.50
H -2.36 -2.84 -0.03
H -2.01 -1.12 -0.35
H -3.92 -1.00 1.00
H -3.47 -2.35 2.04
H -2.69 -0.77 2.24
O -0.83 -0.28 3.99
C -0.03 -0.32 3.16
```

**Total charge**: 0
**Highest occupied orbital energy (spin up / spin down)**: -7.2518 / -7.2522 eV
**Electronic energy**: -123246.41870 eV
**Kohn-Sham gap (spin up / spin down)**: 6.522 / 6.523 eV

[2]
A 2-piece molecular cluster, C26H40F5N3O5PS overall. Source: the Open Molecules 2025 dataset; level of theory: ωB97M-V/def2-TZVPD.

Structure (XYZ):
```
81
C26H40F5N3O5PS ωB97M-V/def2-TZVPD
C 3.41 -0.64 1.30
O 3.24 0.14 2.48
C 1.95 0.75 2.43
C 2.01 2.29 2.69
C 2.22 3.12 1.39
C 1.41 4.48 1.37
C -0.08 4.08 1.36
C -0.61 3.59 0.10
F 0.24 3.56 -0.93
C -1.91 3.18 0.00
C -2.50 2.66 -1.32
F -3.63 3.37 -1.64
F -1.66 2.79 -2.38
C -2.95 1.14 -1.24
F -2.72 0.51 -2.41
F -2.29 0.56 -0.18
C -2.78 3.23 1.15
N -4.06 2.76 1.00
C -4.78 2.81 2.10
C -6.21 2.27 2.02
C -6.45 1.00 2.88
C -5.33 -0.09 2.74
S -5.70 -1.46 1.62
O -5.19 -2.65 2.25
O -5.00 -1.27 0.37
O -7.29 -1.66 1.45
C -4.27 3.35 3.33
N -3.05 3.82 3.53
C -2.31 3.72 2.39
C -0.92 4.15 2.44
P -0.27 4.84 4.04
O -0.08 6.31 3.90
H 3.20 0.01 0.42
H 2.76 -1.54 1.31
H 4.48 -0.93 1.25
H 1.37 0.50 1.53
H 1.37 0.34 3.29
H 1.08 2.53 3.23
H 2.86 2.45 3.38
H 3.29 3.28 1.18
H 1.81 2.50 0.57
H 1.64 5.13 2.23
H 1.60 4.98 0.41
H -4.02 1.13 -0.97
H -6.47 2.17 0.96
H -6.87 3.07 2.43
H -7.38 0.54 2.50
H -6.66 1.21 3.94
H -5.21 -0.55 3.74
H -4.34 0.28 2.45
H -7.39 -2.23 0.67
H -4.95 3.36 4.20
H -1.14 4.56 5.11
H 1.00 4.28 4.35
C 4.88 -4.91 -5.54
C 4.25 -5.75 -4.44
C 3.13 -5.10 -3.65
N 3.51 -3.90 -2.80
C 4.81 -4.11 -2.08
C 3.54 -2.60 -3.61
C 2.31 -1.83 -3.20
C 2.16 -2.19 -1.73
C 2.40 -3.68 -1.75
H 5.43 -4.05 -5.15
H 5.59 -5.51 -6.11
H 4.12 -4.54 -6.24
H 5.04 -6.11 -3.77
H 3.83 -6.65 -4.90
H 2.73 -5.85 -2.95
H 2.31 -4.79 -4.30
H 5.62 -4.10 -2.80
H 4.76 -5.06 -1.55
H 4.94 -3.29 -1.37
H 4.45 -2.07 -3.35
H 3.54 -2.83 -4.68
H 1.44 -2.17 -3.76
H 2.42 -0.76 -3.36
H 1.18 -1.93 -1.33
H 2.92 -1.68 -1.13
H 1.51 -4.21 -2.08
H 2.73 -4.09 -0.79
```

**Total charge**: +1
**Highest occupied orbital energy**: -11.1830 eV
**Electronic energy**: -76022.46322 eV
**Kohn-Sham gap**: 8.647 eV

[3]
C26H40NO4P2PtSe as an isolated structure. Source: the Open Molecules 2025 dataset; level of theory: ωB97M-V/def2-TZVPD.

Structure (XYZ):
```
75
C26H40NO4P2PtSe ωB97M-V/def2-TZVPD
Pt 0.10 -0.66 1.37
C -3.48 2.01 3.09
C -2.06 1.47 3.04
C -1.99 0.19 3.88
P -1.28 1.27 1.41
C -0.47 2.88 1.00
C 0.14 2.78 -0.37
C -1.39 4.06 1.18
C -2.40 0.90 0.05
C -3.74 1.30 -0.07
C -4.51 0.89 -1.14
C -5.92 1.38 -1.28
C -3.93 0.04 -2.09
C -2.60 -0.29 -2.05
C -1.83 0.12 -0.98
N -0.48 -0.16 -0.81
C 0.42 -0.22 -1.83
C 0.21 0.28 -3.12
C 1.21 0.22 -4.05
C 2.45 -0.36 -3.81
C 3.49 -0.52 -4.86
C 2.70 -0.80 -2.50
C 1.73 -0.70 -1.52
P 2.05 -1.29 0.16
C 2.46 -3.06 -0.05
C 2.99 -3.73 1.24
C 1.29 -3.74 -0.72
C 3.52 -0.47 0.92
C 3.18 1.00 1.16
C 4.84 -0.63 0.18
H -3.75 2.20 4.11
H -4.22 1.32 2.69
H -3.58 2.94 2.56
H -1.39 2.22 3.47
H -2.56 -0.64 3.46
H -2.44 0.41 4.85
H -0.96 -0.15 4.00
H 0.30 2.95 1.77
H -0.60 2.73 -1.16
H 0.77 1.89 -0.43
H 0.74 3.66 -0.55
H -2.26 4.00 0.54
H -0.87 4.97 0.87
H -1.70 4.16 2.20
H -4.19 1.94 0.67
H -6.31 1.72 -0.32
H -6.57 0.62 -1.69
H -6.00 2.20 -2.01
H -4.51 -0.36 -2.90
H -2.20 -1.00 -2.78
H -0.73 0.74 -3.40
H 1.00 0.61 -5.06
H 3.27 -0.03 -5.82
H 3.69 -1.59 -5.12
H 4.43 -0.14 -4.46
H 3.67 -1.21 -2.26
H 3.28 -3.03 -0.78
H 2.26 -3.67 2.03
H 3.95 -3.30 1.54
H 3.15 -4.78 1.00
H 0.44 -3.82 -0.03
H 1.56 -4.74 -1.01
H 0.95 -3.22 -1.63
H 3.54 -0.92 1.90
H 3.04 1.58 0.24
H 4.02 1.48 1.69
H 2.27 1.10 1.77
H 4.82 -0.12 -0.78
H 5.05 -1.68 0.02
H 5.62 -0.16 0.75
O -1.82 -2.96 3.81
Se -0.75 -3.13 2.62
O -1.35 -2.21 1.24
O 0.63 -2.12 2.89
O -0.37 -4.61 2.08
```

**Total charge**: +1
**Highest occupied orbital energy (spin up / spin down)**: -10.9041 / -12.1509 eV
**Spin multiplicity**: 5
**Electronic energy**: -124451.58369 eV
**Expectation value of S²**: 6.0598
**Kohn-Sham gap (spin up / spin down)**: 8.266 / 6.716 eV

[4]
C26H41Cl2N2OSiSn as an isolated structure. Source: the Open Molecules 2025 dataset; level of theory: ωB97M-V/def2-TZVPD.

Structure (XYZ):
```
74
C26H41Cl2N2OSiSn ωB97M-V/def2-TZVPD
Sn 0.21 -0.80 -1.18
C -3.96 -2.48 -0.60
C -4.03 -1.01 -0.94
C -5.08 -0.54 -1.76
C -5.25 0.79 -2.13
C -4.36 1.72 -1.66
C -3.30 1.32 -0.79
C -2.58 2.29 -0.15
C -3.13 -0.08 -0.48
N -1.93 -0.43 0.19
C -1.89 -0.88 1.38
C -3.05 -1.04 2.29
C -0.50 -1.23 1.89
C -0.35 -1.50 3.35
N 0.46 -1.29 1.04
C 1.82 -1.52 1.50
C 2.52 -0.47 2.10
C 1.96 0.92 2.27
C 3.82 -0.74 2.51
C 4.39 -1.98 2.32
C 3.67 -3.00 1.71
C 2.36 -2.79 1.28
C 1.57 -3.89 0.64
H -4.28 -3.08 -1.45
H -4.65 -2.71 0.22
H -2.97 -2.80 -0.31
H -5.79 -1.28 -2.12
H -6.07 1.07 -2.77
H -4.48 2.77 -1.90
H -2.78 3.34 -0.36
H -0.87 2.52 -1.00
H -1.99 2.09 0.72
H -3.97 -0.67 1.85
H -2.87 -0.52 3.23
H -3.18 -2.10 2.54
H -1.04 -2.30 3.64
H -0.62 -0.62 3.93
H 0.67 -1.80 3.60
H 2.25 1.56 1.43
H 2.36 1.38 3.17
H 0.87 0.95 2.35
H 4.39 0.05 2.99
H 5.40 -2.17 2.66
H 4.11 -3.98 1.59
H 2.00 -4.86 0.90
H 1.60 -3.82 -0.45
H 0.53 -3.91 0.96
C 3.72 -0.87 -1.15
O 2.44 -1.33 -1.69
H 4.28 -0.37 -1.93
H 4.28 -1.72 -0.75
H 3.49 -0.18 -0.34
H 2.61 -1.99 -2.38
Cl -0.81 -3.33 -2.38
C 0.19 -4.72 -3.03
Cl 1.87 -4.29 -3.25
H -0.27 -4.94 -3.99
H 0.08 -5.51 -2.31
C 1.16 4.86 -2.82
Si 0.94 4.28 -1.07
C 2.55 4.12 -0.13
C -0.32 5.29 -0.13
C 0.22 2.48 -1.16
H 1.43 5.91 -2.85
H 0.24 4.74 -3.40
H 1.95 4.31 -3.33
H 3.08 5.08 -0.10
H 3.23 3.40 -0.59
H 2.38 3.83 0.91
H 0.08 6.28 0.08
H -0.58 4.85 0.84
H -1.24 5.44 -0.70
H 0.63 1.85 -0.36
H 0.35 2.03 -2.15
```

**Total charge**: +3
**Highest occupied orbital energy**: -16.8587 eV
**Electronic energy**: -71383.01529 eV
**Kohn-Sham gap**: 5.835 eV

[5]
The molecule C26H41N3O7. Source: the Open Molecules 2025 dataset; level of theory: ωB97M-V/def2-TZVPD.

Structure (XYZ):
```
77
C26H41N3O7 ωB97M-V/def2-TZVPD
C 3.47 3.46 -1.20
C 3.95 2.09 -0.73
C 5.30 1.70 -1.35
C 5.79 0.35 -0.83
N 4.85 -0.70 -1.11
C 4.24 -1.42 -0.13
O 4.56 -1.30 1.04
C 3.19 -2.35 -0.63
C 2.94 -3.64 0.12
C 1.89 -2.58 0.13
C 1.54 -1.83 1.43
O 2.40 -2.12 2.48
C 1.43 -0.31 1.20
C 0.97 0.39 2.49
O 1.39 1.72 2.58
N 0.51 -0.06 0.09
C 0.19 1.13 -0.41
O 0.61 2.20 -0.01
C -0.72 1.02 -1.66
C -1.08 2.42 -2.22
O -2.28 2.96 -1.73
C -2.25 3.48 -0.40
C -2.83 2.52 0.61
C -2.18 2.24 1.80
C -2.73 1.34 2.70
C -3.93 0.70 2.41
C -4.59 0.99 1.23
C -4.04 1.89 0.34
N -1.95 0.31 -1.40
C -2.08 -1.02 -1.27
O -1.15 -1.80 -1.29
O -3.37 -1.33 -1.11
C -3.77 -2.69 -0.80
C -3.41 -3.64 -1.95
C -5.28 -2.60 -0.63
C -3.11 -3.14 0.51
H 2.50 3.67 -0.78
H 3.40 3.48 -2.29
H 4.17 4.24 -0.89
H 3.20 1.34 -1.00
H 4.04 2.09 0.36
H 6.04 2.46 -1.10
H 5.20 1.66 -2.43
H 5.92 0.38 0.26
H 6.76 0.11 -1.29
H 4.55 -0.81 -2.06
H 3.11 -2.39 -1.71
H 2.77 -4.54 -0.45
H 3.50 -3.78 1.03
H 1.03 -2.74 -0.50
H 0.55 -2.20 1.75
H 3.30 -1.82 2.21
H 2.41 0.10 0.94
H 1.41 -0.13 3.34
H -0.13 0.32 2.55
H 1.19 2.15 1.73
H 0.09 -0.88 -0.35
H -0.14 0.48 -2.42
H -0.24 3.09 -2.03
H -1.24 2.34 -3.30
H -1.22 3.75 -0.12
H -2.86 4.38 -0.43
H -1.24 2.72 2.03
H -2.22 1.13 3.63
H -4.35 0.00 3.11
H -5.53 0.51 1.00
H -4.56 2.13 -0.58
H -2.78 0.89 -1.34
H -3.88 -3.29 -2.87
H -3.77 -4.64 -1.72
H -2.34 -3.67 -2.08
H -5.74 -2.21 -1.53
H -5.70 -3.58 -0.42
H -5.52 -1.93 0.20
H -3.53 -4.09 0.83
H -2.04 -3.25 0.38
H -3.29 -2.39 1.29
```

**Total charge**: 0
**Highest occupied orbital energy**: -9.3290 eV
**SMILES**: CCCCNC(=O)[C@H]1C[C@H]1[C@@H](O)[C@H](CO)NC(=O)[C@H](COCc1ccccc1)NC(=O)OC(C)(C)C
**Electronic energy**: -46432.10678 eV
**Kohn-Sham gap**: 9.822 eV

[6]
A 2-piece molecular cluster, C26H41N4O3 overall. Source: the Open Molecules 2025 dataset; level of theory: ωB97M-V/def2-TZVPD.

Structure (XYZ):
```
74
C26H41N4O3 ωB97M-V/def2-TZVPD
C 4.25 -3.03 1.46
C 3.59 -1.60 0.99
N 2.28 -1.21 1.18
C 4.59 -0.50 0.24
C 3.63 0.53 -0.66
C 2.91 -0.15 -2.01
N 3.14 -1.60 -2.40
C 4.56 -1.84 -2.89
C 2.15 -2.10 -3.42
C 0.82 -3.02 -3.12
O 2.32 -1.73 -4.72
C 1.91 0.87 -2.87
C 1.67 2.46 -2.42
C 0.65 3.45 -3.25
C -0.76 3.65 -2.39
C -1.99 2.83 -3.11
N -3.03 2.28 -2.15
C -2.57 1.02 -1.46
C -3.68 -0.19 -1.42
C -4.93 -0.35 -2.50
C -6.02 -1.61 -2.45
C -5.89 -2.80 -1.30
C -4.68 -2.65 -0.19
C -3.61 -1.38 -0.25
O -2.52 -1.24 0.76
C 2.51 2.95 -1.09
N 3.43 2.01 -0.29
C 4.13 2.67 0.92
H 4.23 -3.21 2.63
H 3.75 -3.94 0.93
H 5.40 -2.98 1.17
H 1.78 -2.01 1.67
H 5.45 -1.00 -0.38
H 5.13 0.07 1.14
H 5.15 -0.83 -3.14
H 4.63 -2.56 -3.82
H 5.11 -2.42 -2.00
H 0.59 -3.62 -4.13
H -0.10 -2.26 -3.02
H 0.91 -3.73 -2.19
H 1.30 0.53 -3.83
H 0.35 2.93 -4.26
H 1.18 4.50 -3.40
H -1.10 4.79 -2.32
H -0.68 3.27 -1.27
H -2.56 3.49 -3.91
H -1.51 1.93 -3.72
H -3.23 2.98 -1.37
H -2.29 1.30 -0.34
H -1.60 0.57 -1.95
H -5.09 0.43 -3.37
H -6.91 -1.72 -3.22
H -6.64 -3.72 -1.28
H -4.60 -3.49 0.65
H -2.87 -1.75 1.56
H 2.39 4.07 -0.74
H 3.99 2.06 1.92
H 3.86 3.82 1.03
H 5.30 2.65 0.69
C -2.23 0.61 7.20
C -1.81 -0.64 6.44
O -2.65 -0.94 5.32
C -2.72 0.06 4.30
C -1.38 0.37 3.67
H -3.26 0.52 7.55
H -1.58 0.77 8.06
H -2.18 1.50 6.57
H -1.88 -1.50 7.12
H -0.77 -0.58 6.12
H -3.19 0.97 4.69
H -3.40 -0.33 3.53
H -0.67 0.77 4.39
H -1.50 1.11 2.87
H -0.94 -0.54 3.24
```

**Total charge**: +1
**Highest occupied orbital energy**: -9.7525 eV
**Electronic energy**: -39700.82020 eV
**Kohn-Sham gap**: 5.408 eV

The highest total charge belongs to which entry?
C26H41Cl2N2OSiSn

Number 2 is which compound?
C26H40F5N3O5PS

Repeat the fifth record exactly.
The molecule C26H41N3O7. Source: the Open Molecules 2025 dataset; level of theory: ωB97M-V/def2-TZVPD.

Structure (XYZ):
```
77
C26H41N3O7 ωB97M-V/def2-TZVPD
C 3.47 3.46 -1.20
C 3.95 2.09 -0.73
C 5.30 1.70 -1.35
C 5.79 0.35 -0.83
N 4.85 -0.70 -1.11
C 4.24 -1.42 -0.13
O 4.56 -1.30 1.04
C 3.19 -2.35 -0.63
C 2.94 -3.64 0.12
C 1.89 -2.58 0.13
C 1.54 -1.83 1.43
O 2.40 -2.12 2.48
C 1.43 -0.31 1.20
C 0.97 0.39 2.49
O 1.39 1.72 2.58
N 0.51 -0.06 0.09
C 0.19 1.13 -0.41
O 0.61 2.20 -0.01
C -0.72 1.02 -1.66
C -1.08 2.42 -2.22
O -2.28 2.96 -1.73
C -2.25 3.48 -0.40
C -2.83 2.52 0.61
C -2.18 2.24 1.80
C -2.73 1.34 2.70
C -3.93 0.70 2.41
C -4.59 0.99 1.23
C -4.04 1.89 0.34
N -1.95 0.31 -1.40
C -2.08 -1.02 -1.27
O -1.15 -1.80 -1.29
O -3.37 -1.33 -1.11
C -3.77 -2.69 -0.80
C -3.41 -3.64 -1.95
C -5.28 -2.60 -0.63
C -3.11 -3.14 0.51
H 2.50 3.67 -0.78
H 3.40 3.48 -2.29
H 4.17 4.24 -0.89
H 3.20 1.34 -1.00
H 4.04 2.09 0.36
H 6.04 2.46 -1.10
H 5.20 1.66 -2.43
H 5.92 0.38 0.26
H 6.76 0.11 -1.29
H 4.55 -0.81 -2.06
H 3.11 -2.39 -1.71
H 2.77 -4.54 -0.45
H 3.50 -3.78 1.03
H 1.03 -2.74 -0.50
H 0.55 -2.20 1.75
H 3.30 -1.82 2.21
H 2.41 0.10 0.94
H 1.41 -0.13 3.34
H -0.13 0.32 2.55
H 1.19 2.15 1.73
H 0.09 -0.88 -0.35
H -0.14 0.48 -2.42
H -0.24 3.09 -2.03
H -1.24 2.34 -3.30
H -1.22 3.75 -0.12
H -2.86 4.38 -0.43
H -1.24 2.72 2.03
H -2.22 1.13 3.63
H -4.35 0.00 3.11
H -5.53 0.51 1.00
H -4.56 2.13 -0.58
H -2.78 0.89 -1.34
H -3.88 -3.29 -2.87
H -3.77 -4.64 -1.72
H -2.34 -3.67 -2.08
H -5.74 -2.21 -1.53
H -5.70 -3.58 -0.42
H -5.52 -1.93 0.20
H -3.53 -4.09 0.83
H -2.04 -3.25 0.38
H -3.29 -2.39 1.29
```

**Total charge**: 0
**Highest occupied orbital energy**: -9.3290 eV
**SMILES**: CCCCNC(=O)[C@H]1C[C@H]1[C@@H](O)[C@H](CO)NC(=O)[C@H](COCc1ccccc1)NC(=O)OC(C)(C)C
**Electronic energy**: -46432.10678 eV
**Kohn-Sham gap**: 9.822 eV